Entry 1:
Entry from the OMol25 dataset: 14 unconnected molecules or ions with the total composition C17H62N18O14 at a distorted geometry (wB97M-V/def2-TZVPD).

Atoms and positions in Å:
H (-3.917, 5.959, 2.248)
C (-2.552, 5.007, 1.087)
H (0.739, -4.611, 0.187)
H (3.743, -0.017, 1.115)
H (-0.292, -1.866, -3.053)
O (-1.610, 5.956, 1.194)
H (-1.215, -0.734, -6.310)
H (2.154, -3.274, -3.905)
O (1.132, -0.192, 0.385)
H (-0.534, 2.592, 2.771)
H (5.428, 0.464, 0.934)
N (-1.711, -2.125, 2.496)
C (-3.970, -1.264, -1.102)
H (4.492, -0.058, -0.571)
N (-0.519, -0.205, -5.749)
C (3.883, 2.801, 1.380)
O (-0.116, -3.789, -2.415)
N (2.610, 2.830, 1.227)
H (-1.191, -5.490, -2.638)
H (-2.578, -1.636, 2.641)
N (2.142, 1.873, -1.372)
C (1.827, 0.623, 3.858)
H (-2.496, 0.693, 2.542)
C (1.174, 2.775, -1.459)
H (0.129, -3.712, 1.537)
N (-3.586, 5.085, 1.834)
H (-2.902, 0.361, -1.749)
H (-3.869, 1.698, 2.733)
C (2.923, -2.696, -3.537)
C (-0.229, -0.457, 0.191)
H (0.394, -3.079, 4.626)
N (3.963, 3.047, 2.651)
O (4.133, -3.397, -3.807)
H (-1.199, -1.897, 1.586)
H (-4.427, 4.447, 1.803)
O (4.890, 2.911, 0.532)
H (2.395, 0.585, 2.947)
O (-1.985, 3.119, -2.381)
H (2.399, 1.360, 4.434)
H (-1.534, -1.921, -0.457)
H (-2.147, 0.148, 0.144)
N (0.127, -2.675, 3.690)
H (2.551, -3.193, -1.513)
N (-1.549, 0.905, -2.389)
H (2.994, -1.828, -4.141)
H (-0.024, -2.560, 0.040)
H (2.007, 2.133, 1.704)
H (-1.389, 0.889, -4.777)
O (-2.217, 2.665, 3.036)
C (4.647, -0.232, 0.545)
N (0.838, -3.785, 0.817)
N (-5.166, -1.525, -0.712)
C (2.777, -2.324, -2.089)
N (-1.872, 1.739, -4.390)
O (1.309, -0.116, -4.274)
H (-1.968, 2.543, -5.088)
H (-4.320, 0.743, -0.722)
H (1.940, -0.342, 4.348)
H (-1.041, 0.086, -2.794)
H (-0.128, 1.036, 4.373)
N (-1.196, 0.379, 0.221)
O (4.866, -1.625, 0.705)
C (-1.132, -2.423, 3.619)
H (4.879, -2.774, -3.602)
H (-3.580, 0.013, 4.740)
O (0.222, 2.894, -0.501)
N (-2.442, 3.870, 0.406)
H (1.987, -1.535, -1.946)
H (-1.022, 1.340, 0.539)
H (-3.760, 1.766, 5.150)
H (-2.186, 0.906, 5.129)
H (-1.607, -4.599, -1.214)
H (3.071, -2.522, 2.316)
H (0.193, -4.077, -3.250)
C (-3.146, 1.000, 4.612)
H (2.410, 2.646, 0.195)
H (-2.144, -4.042, -2.797)
C (-2.946, 1.487, 3.132)
H (-1.357, 1.085, -1.431)
H (-1.712, -1.374, -3.872)
C (0.363, 1.013, 3.435)
H (4.823, 3.655, 2.810)
H (1.916, 0.946, -0.857)
H (3.712, -1.849, -1.775)
H (-2.583, 3.223, 2.330)
H (-1.694, 3.757, -0.324)
N (-3.652, 0.044, -1.103)
N (2.130, -2.574, 1.955)
H (0.826, -2.623, 2.904)
H (-3.215, 3.199, 0.374)
H (1.675, 3.406, -3.390)
H (2.878, 1.761, -2.074)
O (0.352, 2.225, 2.717)
O (3.173, -4.289, 0.915)
H (-0.243, 0.279, 2.827)
H (-0.041, 0.545, -6.247)
N (1.435, 3.636, -2.402)
H (4.171, 2.283, 3.306)
H (-5.884, -0.811, -0.843)
C (2.057, -3.548, 1.199)
N (-0.618, -1.696, 0.034)
C (0.118, -0.617, -4.666)
C (-1.832, 1.950, -3.103)
H (1.626, -1.699, 1.611)
H (5.072, -2.049, -0.141)
H (-5.436, -2.538, -0.689)
O (-1.917, -2.511, 4.786)
C (-1.298, -4.473, -2.250)
O (-3.010, -2.271, -1.447)
H (0.870, 4.507, -2.430)
N (-0.659, -1.366, -3.852)

gap between HOMO and LUMO	7.23	eV
largest force on an atom	12.2	eV Å⁻¹
energy relative to the best compared isomer or geometry (same formula, charge and spin)	445.2	kJ/mol
multiplicity	1
M	742.80	g mol⁻¹
LUMO energy	-0.787	eV
HOMO	-8.0	eV
net charge	0



Entry 2:
Entry from the OMol25 dataset: 16 unconnected molecules or ions with the total composition C17H62O18 at a distorted geometry (wB97M-V/def2-TZVPD).

Atoms and positions in Å:
H (0.904, 5.408, -0.635)
C (-5.328, 0.901, 2.521)
H (-1.532, 0.318, 5.125)
C (3.299, -1.786, -2.087)
H (1.129, -0.558, 2.402)
H (4.370, 3.345, 1.149)
O (-0.562, -1.385, 4.511)
H (3.613, -0.319, -0.526)
H (0.975, -3.115, 2.039)
H (-0.771, -2.284, -2.870)
H (-2.297, -0.615, 3.861)
H (-1.265, 0.729, -0.594)
O (0.620, 2.735, 3.911)
H (-3.082, -1.342, -2.340)
H (-3.107, -1.498, 0.441)
O (4.873, 0.032, -2.127)
H (-5.751, 1.146, 1.546)
H (-1.569, -1.206, 1.334)
H (2.015, -4.467, 2.222)
H (3.777, -2.138, -3.001)
C (-0.659, 3.050, 4.340)
H (0.116, 0.112, -0.523)
H (-4.072, 0.209, -0.700)
C (6.228, -0.087, -2.039)
O (-1.204, -4.099, -1.915)
H (-0.769, 4.131, 4.424)
C (-3.690, -0.450, -2.493)
H (-5.027, -4.726, -1.172)
O (-5.711, -2.804, -1.638)
C (4.815, 2.958, -0.646)
H (-1.642, -3.755, -1.133)
H (3.599, -3.279, 1.076)
O (-4.017, 1.289, 2.672)
H (2.445, -2.931, 3.052)
H (0.234, 4.475, -1.997)
O (-2.805, 1.271, 0.289)
H (-5.986, 1.377, 3.247)
C (0.100, 0.257, -4.402)
H (-1.303, 2.412, 1.039)
H (-0.914, 2.616, 5.306)
H (-4.766, -3.659, 0.115)
O (2.314, 4.370, -1.730)
C (-2.165, 2.538, 0.384)
H (5.314, -1.272, 0.529)
H (-0.989, 0.305, -4.364)
C (4.190, -0.871, -1.267)
H (4.245, 2.446, -1.422)
H (2.870, 4.066, -1.009)
H (5.250, 3.865, -1.065)
H (3.001, -2.690, -1.555)
O (6.536, -1.092, -1.187)
O (2.725, -2.890, 1.000)
C (-4.773, -3.684, -0.975)
O (7.019, 0.620, -2.651)
H (-3.177, 1.136, 1.164)
H (-1.775, 2.931, -0.555)
C (-0.296, -3.107, -2.336)
O (-2.146, -3.169, 1.073)
C (5.342, -1.556, -0.523)
C (2.027, -3.379, 2.150)
H (2.330, -1.325, -2.277)
O (3.884, 3.334, 0.322)
H (5.429, -2.641, -0.584)
H (-0.756, -2.167, 3.989)
C (-2.456, -1.835, 1.247)
O (-4.510, -0.326, -1.366)
H (1.755, -1.529, 0.435)
C (1.355, 0.049, 1.526)
H (0.272, -2.600, -1.556)
H (-2.750, 3.343, 0.827)
O (2.251, 3.235, -4.270)
H (0.738, 0.948, 1.539)
H (-3.040, 0.400, -2.703)
H (-1.767, -3.518, 1.883)
H (1.045, 3.563, 3.678)
H (2.615, 3.590, -3.460)
O (-0.512, 0.494, -1.136)
C (0.954, 4.465, -1.179)
H (-3.036, -1.677, 2.156)
H (0.738, 3.588, -0.568)
O (1.289, -0.699, 0.310)
H (1.699, 2.506, -3.986)
H (0.450, -0.752, -4.184)
H (2.377, 0.296, 1.813)
H (-5.398, -1.899, -1.566)
H (-2.208, -1.248, 5.626)
H (-3.811, -3.569, -1.474)
H (0.196, 1.030, -2.662)
H (-4.027, 2.231, 2.859)
H (-5.450, -0.178, 2.611)
H (5.648, 2.378, -0.248)
C (-1.752, -0.700, 4.801)
H (-4.225, -0.584, -3.434)
H (0.355, -3.522, -3.106)
H (-1.403, 2.673, 3.638)
H (0.389, 0.536, -5.416)
O (0.536, 1.277, -3.525)

gap between HOMO and LUMO	8.98	eV
largest force on an atom	3.2	eV Å⁻¹
multiplicity	1
M	554.66	g mol⁻¹
LUMO energy	-0.194	eV
HOMO	-9.2	eV
net charge	0



Entry 3:
Entry from the OMol25 dataset: 21 unconnected molecules or ions with the total composition C17H66IN5O20P at a distorted geometry (wB97M-V/def2-TZVPD).

Atoms and positions in Å:
C (1.783, -0.536, 3.642)
O (1.078, -7.901, 1.394)
H (-1.923, -2.655, -4.798)
H (1.151, 2.573, -2.545)
H (-1.534, 7.748, -1.031)
C (-2.208, 1.784, -1.080)
H (0.650, 2.843, -5.591)
O (-0.918, 7.335, -1.647)
O (0.792, 5.387, -0.619)
O (3.157, -7.509, -3.853)
H (4.108, -7.368, -3.783)
C (3.021, -0.002, 3.852)
C (0.632, 1.313, 0.555)
H (-2.303, 1.183, 5.337)
N (0.158, -2.930, 1.530)
H (7.112, 0.167, 4.010)
O (-4.252, -2.739, 2.282)
C (-2.620, -1.394, -1.619)
O (-3.329, 8.457, -3.101)
H (0.526, 3.477, -1.494)
H (2.078, 4.895, 1.293)
H (-3.669, -3.154, -2.228)
H (-2.333, -0.922, -2.560)
C (-0.020, -3.743, 0.495)
O (-1.152, 7.644, 1.307)
N (0.961, -3.293, 2.621)
C (1.432, 0.795, 1.728)
C (3.502, 0.996, 2.960)
O (-2.246, 5.122, -0.346)
H (-0.826, -1.600, -4.722)
P (-2.512, 0.564, 0.293)
H (-0.106, 5.631, -0.897)
O (-1.479, -4.843, -4.298)
H (-3.009, 5.579, 0.023)
H (1.751, -0.075, -5.465)
H (-1.085, 2.912, -6.988)
N (-0.521, -1.771, 1.395)
H (0.423, 0.568, -0.219)
H (2.782, -6.628, -3.761)
H (-0.670, -5.332, -4.481)
O (-3.369, -2.743, 4.961)
C (1.608, -6.616, -1.422)
H (0.917, -7.291, -0.910)
O (-1.273, 3.856, -7.054)
H (5.988, -1.004, 0.701)
H (-4.360, -2.244, -0.761)
H (0.674, -0.740, -6.304)
H (6.517, 1.310, 4.819)
C (-1.161, -1.916, 0.194)
H (-4.092, 8.912, -2.729)
O (1.593, 4.778, 5.280)
O (1.214, -0.873, -5.518)
C (-0.442, -0.800, 2.494)
H (-4.691, -0.463, 0.827)
H (0.813, -5.513, 1.328)
H (-0.292, 1.756, 0.940)
H (0.790, 5.213, 5.582)
H (-1.283, 1.497, -1.587)
C (-3.595, -2.313, -1.539)
H (0.411, 2.069, -4.300)
H (2.468, 3.872, 2.355)
H (-0.514, -1.382, 3.422)
O (-1.752, -1.719, -4.965)
H (3.650, -0.293, 4.688)
N (-0.836, -3.094, -0.358)
O (6.108, -0.953, 1.655)
H (-1.289, -4.371, -3.477)
H (3.017, 2.123, 1.231)
H (-3.534, -2.350, 1.772)
H (-1.337, 6.708, 1.440)
O (-1.882, 0.322, 5.245)
H (1.178, 2.153, 0.112)
H (-0.283, -5.756, 0.006)
N (-2.020, -1.011, -0.341)
H (-2.452, -2.620, 5.225)
H (-3.046, 1.811, -1.786)
H (-1.245, -0.070, 2.545)
H (0.229, -8.088, 1.809)
H (-3.496, 8.453, -4.050)
C (-4.365, 0.458, 0.331)
H (2.543, -7.165, -1.518)
H (1.491, 4.723, 4.322)
O (2.234, 4.801, 2.243)
C (1.786, -5.298, -0.623)
O (0.676, 1.952, -5.219)
H (1.158, -6.413, -2.400)
H (1.909, -3.438, 2.286)
C (0.956, -0.159, 2.591)
H (-1.118, 7.750, -2.494)
I (2.165, -3.640, -1.895)
O (6.480, 0.353, 4.715)
C (2.678, 1.349, 1.920)
H (-0.224, 7.735, 1.546)
H (1.447, -1.283, 4.359)
H (-0.940, 0.516, 5.318)
H (-4.809, 1.363, 0.748)
C (0.553, -5.131, 0.338)
H (1.694, -8.482, 1.855)
H (4.475, 1.470, 3.043)
H (-3.537, -3.679, 5.116)
H (0.602, -4.173, 2.977)
H (2.682, -5.460, -0.019)
H (-4.194, -2.300, 3.145)
H (1.305, 6.184, -0.786)
O (0.327, 3.025, -2.328)
H (-2.402, 5.135, -1.298)
H (-2.039, 2.780, -0.660)
H (-4.689, 0.366, -0.719)
H (-1.470, 3.991, -7.986)
H (5.310, -0.514, 1.973)

gap between HOMO and LUMO	8.41	eV
largest force on an atom	3.5	eV Å⁻¹
multiplicity	1
M	818.61	g mol⁻¹
LUMO energy	-2.370	eV
HOMO	-10.8	eV
net charge	+1



Entry 4:
Entry from the OMol25 dataset: a molecular structure, C17H8BrMoNO6S5 (wB97M-V/def2-TZVPD).

Atoms and positions in Å:
S (0.178, 2.471, 0.031)
H (1.255, -3.472, 3.454)
O (-0.193, -3.176, 1.354)
C (-4.828, 0.368, -1.788)
C (-4.973, -1.362, -3.989)
C (1.821, -2.562, 3.306)
O (3.838, 1.507, 1.534)
C (-3.652, -0.181, -2.346)
S (2.508, 4.241, 0.191)
N (4.044, 0.941, 2.606)
H (-6.957, 0.454, -1.909)
C (-6.122, -0.808, -3.431)
S (2.069, 0.447, -1.740)
O (-1.966, 1.002, -1.021)
C (-3.749, -1.055, -3.447)
Mo (-0.145, 0.176, -0.781)
C (3.256, -0.269, 2.877)
C (0.417, -2.181, 1.347)
H (-7.091, -1.045, -3.851)
O (0.102, -1.232, 0.234)
S (5.326, 4.947, -0.361)
C (4.105, 3.944, -0.509)
H (2.016, 0.128, 1.212)
C (-2.330, 0.093, -1.878)
C (3.595, -1.074, 3.948)
H (-2.843, -1.471, -3.867)
C (2.631, 1.894, -1.117)
C (1.772, 2.819, -0.317)
C (1.495, -1.721, 2.236)
S (4.199, 2.419, -1.404)
O (-1.290, -0.578, -2.284)
C (-6.054, 0.044, -2.338)
C (2.858, -2.230, 4.159)
H (-5.042, -2.025, -4.839)
Br (-4.833, 1.493, -0.285)
H (4.417, -0.799, 4.594)
C (2.214, -0.561, 2.018)
H (3.102, -2.880, 4.988)
O (4.855, 1.292, 3.414)

gap between HOMO and LUMO	4.40	eV
largest force on an atom	0.8	eV Å⁻¹
energy relative to the best compared isomer or geometry (same formula, charge and spin)	10.0	kJ/mol
multiplicity	1
M	658.43	g mol⁻¹
LUMO energy	-9.896	eV
HOMO	-14.3	eV
net charge	+2



Entry 5:
Entry from the OMol25 dataset: a molecular structure, C17H9ClF3INO7STi at a distorted geometry (wB97M-V/def2-TZVPD).

Atoms and positions in Å:
H (-3.368, -4.412, -0.394)
H (-1.249, -4.751, 0.821)
O (0.585, -0.191, 2.514)
F (-1.524, -1.300, 4.128)
Ti (-0.171, 0.340, 0.781)
O (1.352, -0.208, -0.274)
Cl (-5.396, -3.123, -1.672)
H (6.329, 2.347, -2.701)
F (-2.560, 0.574, 4.446)
C (3.311, 2.737, -1.220)
F (-2.270, -0.174, 2.437)
C (-2.153, -1.252, -0.280)
C (-1.523, -3.757, 0.502)
C (1.763, 1.002, -0.357)
C (-3.069, -2.280, -0.592)
C (4.520, 3.059, -1.843)
C (-2.715, -3.582, -0.182)
H (0.223, -2.813, 1.371)
C (-4.484, -0.584, -1.636)
C (-2.375, 0.089, -0.661)
H (1.684, 3.362, -0.449)
C (-4.243, -1.900, -1.279)
O (2.488, 3.728, -0.877)
C (3.014, 1.374, -0.990)
C (-0.694, -2.685, 0.805)
H (-5.392, -0.323, -2.158)
C (5.112, 0.728, -1.988)
O (-0.649, 1.806, 2.319)
O (0.985, 1.866, 0.172)
S (-0.109, 0.863, 3.278)
H (3.673, -0.646, -1.177)
C (3.927, 0.383, -1.381)
C (5.402, 2.072, -2.219)
H (5.817, -0.033, -2.287)
O (0.505, 1.327, 4.462)
C (-3.552, 0.402, -1.331)
C (-1.702, -0.065, 3.671)
H (4.736, 4.102, -2.015)
N (-0.992, -1.423, 0.422)
O (-1.410, 0.927, -0.334)
I (-3.826, 2.415, -1.834)

gap between HOMO and LUMO (spin up / spin down)	6.25 / 7.29	eV
largest force on an atom	4.3	eV Å⁻¹
multiplicity	2
M	638.54	g mol⁻¹
LUMO energy (spin up / spin down)	-1.264 / -1.233	eV
HOMO (spin up / spin down)	-7.5 / -8.5	eV
net charge	0



Entry 6:
Entry from the OMol25 dataset: a molecular structure, C18H10Cl5N5ScSe (wB97M-V/def2-TZVPD).

Atoms and positions in Å:
H (3.686, -2.741, 2.560)
H (2.109, -3.337, -1.943)
H (1.812, -1.896, 3.933)
C (-2.239, 2.086, -0.640)
H (0.622, 0.165, 3.267)
Cl (-3.673, 5.140, -2.803)
C (3.149, -1.853, 2.256)
C (-4.360, 3.937, -0.483)
Cl (-5.648, 5.056, -0.385)
C (3.536, -1.161, 1.116)
Cl (-1.310, 3.093, -2.951)
C (-2.427, 3.049, -1.618)
Cl (-2.879, 0.836, 1.621)
N (2.419, -1.692, -3.160)
C (0.207, -2.286, -0.219)
H (3.178, 0.537, -0.143)
C (-3.472, 3.973, -1.567)
N (-0.725, -1.569, 0.469)
C (2.076, -0.431, -3.393)
Cl (-5.260, 2.914, 1.872)
C (2.864, -0.010, 0.739)
Se (0.948, 2.147, 1.053)
C (-1.195, -2.436, 1.356)
C (2.090, -1.383, 3.021)
Sc (-0.739, 0.670, -0.016)
C (1.147, 0.237, -2.607)
N (0.338, -3.523, 0.185)
N (-0.564, -3.592, 1.189)
H (0.876, 1.270, -2.784)
N (0.552, -0.390, -1.589)
C (1.825, -2.313, -2.153)
C (1.422, -0.227, 2.650)
C (-3.145, 2.098, 0.390)
C (1.797, 0.468, 1.499)
H (-1.953, -2.259, 2.101)
H (-0.689, -4.456, 1.696)
C (0.888, -1.665, -1.359)
H (2.562, 0.070, -4.220)
H (4.376, -1.507, 0.528)
C (-4.202, 2.983, 0.528)

gap between HOMO and LUMO	7.37	eV
largest force on an atom	0.7	eV Å⁻¹
energy relative to the best compared isomer or geometry (same formula, charge and spin)	31.9	kJ/mol
multiplicity	1
M	597.49	g mol⁻¹
LUMO energy	-4.229	eV
HOMO	-11.6	eV
net charge	+1



Entry 7:
Entry from the OMol25 dataset: a molecular structure, C18H10Cl5N5ScSe (wB97M-V/def2-TZVPD).

Atoms and positions in Å:
H (-0.361, 4.875, 1.172)
C (-2.535, 1.848, 1.647)
C (-3.030, 3.139, 1.802)
Cl (-1.828, -3.439, -4.770)
H (-0.404, 0.944, 4.187)
C (0.485, -0.811, 3.317)
C (-2.427, -1.100, -1.592)
N (1.304, 1.155, 0.612)
H (3.805, 2.981, 0.126)
C (2.924, 0.507, 3.699)
C (-0.488, 2.730, 1.147)
C (0.521, 0.473, 3.879)
H (-3.151, 0.973, 1.799)
H (3.868, 1.008, 3.870)
H (-4.066, 3.301, 2.069)
Cl (1.269, -2.030, -0.541)
C (0.901, 2.445, 0.797)
N (1.851, 3.327, 0.627)
C (2.902, -0.760, 3.140)
Sc (-0.294, -0.407, 0.960)
H (1.745, 2.101, 4.529)
C (2.587, 1.269, 0.307)
H (3.269, 0.466, 0.080)
C (1.731, 1.120, 4.072)
Cl (0.911, -3.626, -3.243)
C (-0.261, -1.956, -1.462)
H (1.673, -2.424, 2.541)
N (2.910, 2.556, 0.318)
H (3.829, -1.255, 2.877)
Se (-1.188, -1.687, 2.919)
C (-1.230, -1.168, -0.895)
Cl (-4.126, -1.687, -3.614)
N (-1.263, 1.648, 1.311)
C (-1.599, -2.581, -3.308)
C (-2.632, -1.791, -2.784)
C (-0.995, 4.008, 1.309)
C (1.690, -1.418, 2.943)
Cl (-3.710, -0.125, -0.946)
C (-0.379, -2.674, -2.641)
N (-2.268, 4.209, 1.632)

gap between HOMO and LUMO	7.54	eV
largest force on an atom	0.2	eV Å⁻¹
energy relative to the best compared isomer or geometry (same formula, charge and spin)	0.0	kJ/mol
multiplicity	1
M	597.49	g mol⁻¹
LUMO energy	-4.183	eV
HOMO	-11.7	eV
net charge	+1



no.,electronic energy (Eh)
1,-2723.73837
2,-2038.99396
3,-3104.66081
4,-5791.31264
5,-3539.97877
6,-6428.71340
7,-6428.72555